1.
Below is a cluster of 2 separate species, CH5NO3 in total, with properties calculated with ωB97M-V/def2-TZVPD.

LUMO = 0.59 eV
energy relative to the best compared isomer or geometry (same formula, charge and spin) = 174.8 kJ/mol
Kohn-Sham gap = 10.35 eV
total charge = 0
structure (SMILES) = NC(=O)O.O
spin multiplicity = 1

Structure (XYZ):
```
10
Properties=species:S:1:pos:R:3:mulliken_charge:R:1
N -1.089 0.004 0.676 -0.41
C -1.973 -0.021 -0.490 0.50
O -2.732 -0.934 -0.694 -0.46
O -2.140 1.251 -1.044 -0.40
H -0.087 -0.171 0.664 0.20
H -1.296 -0.137 1.712 0.23
H -2.731 0.993 -1.766 0.34
O 3.790 -0.434 0.008 -0.66
H 4.165 -1.055 0.680 0.33
H 4.092 0.505 0.254 0.33
```

---

2.
Below is a cluster of 2 separate species, CH3Cl2OP in total, with properties calculated with ωB97M-V/def2-TZVPD.

LUMO (alpha / beta) = -0.17 / -0.17 eV
energy relative to the best compared isomer or geometry (same formula, charge and spin) = 417.2 kJ/mol
Kohn-Sham gap (alpha / beta) = 9.02 / 9.02 eV
total charge = 0
spin multiplicity = 1

Structure (XYZ):
```
8
Properties=species:S:1:pos:R:3:mulliken_charge:R:1
C 0.068 0.563 0.061 -0.36
O 1.197 1.042 0.571 -0.35
P -0.127 -1.218 -0.258 0.29
Cl -0.375 -1.782 1.701 -0.21
Cl -2.022 -1.217 -0.871 -0.16
H -0.798 1.175 0.280 0.37
H 0.111 0.980 -1.871 0.10
H 1.945 0.457 0.387 0.32
```

---

3.
Below is a cluster of 2 separate species, C2H3ClNO3 in total, with properties calculated with ωB97M-V/def2-TZVPD.

LUMO (alpha / beta) = 2.96 / 2.96 eV
energy relative to the best compared isomer or geometry (same formula, charge and spin) = 126.1 kJ/mol
Kohn-Sham gap (alpha / beta) = 8.02 / 8.02 eV
total charge = -1
spin multiplicity = 1

Structure (XYZ):
```
10
Properties=species:S:1:pos:R:3:mulliken_charge:R:1
C -1.505 -1.670 1.679 0.68
C 0.001 -0.192 -0.302 -0.52
N -1.278 -2.054 0.264 -0.09
O -0.401 -1.896 2.203 -0.64
O -2.591 -1.347 2.080 -0.61
O -0.287 -1.590 -0.417 -0.06
Cl -3.218 -1.132 -0.961 -0.53
H 0.926 -0.029 -0.852 0.24
H 0.116 0.092 0.745 0.27
H -0.830 0.359 -0.750 0.25
```